# 1
ORCA calculation (wB97M-V/def2-TZVPD) on a 4-piece molecular cluster, C24H42NO5 overall.

Calculated values
HOMO   -11.81 eV
Charge   +1
LUMO energy   -4.08 eV

Each line ends with the Mulliken charge.
Cartesian coordinates (Å):
C -0.31016 0.89465 0.94225  0.605
C -0.24933 0.89263 -0.26041  -1.544
C -0.31390 0.85887 -1.68389  0.805
C -1.02843 -0.15588 -2.31357  -0.582
C -1.11332 -0.20072 -3.68649  0.321
C -1.92583 -1.22986 -4.40468  -0.945
C -3.41246 -0.77776 -4.43771  -0.804
N -0.45743 0.73474 -4.38365  0.153
C 0.24464 1.73432 -3.81474  -0.620
C 0.32755 1.84844 -2.46090  0.151
C 1.02262 3.01141 -1.81042  -1.109
C -0.03713 4.00226 -1.24212  -0.611
C -0.02015 5.36959 -1.91971  -1.138
C -0.49173 5.34454 -3.38551  -0.806
C -1.69434 4.45208 -3.68793  -0.051
C -3.05386 5.00403 -3.28094  -0.506
O -4.03215 4.52293 -4.21262  -0.387
C -4.71072 3.41232 -3.82178  0.667
O -4.75040 2.44356 -4.53134  -0.535
C -5.38839 3.48496 -2.50035  -0.263
C -5.63331 2.36723 -1.82738  -0.732
H -0.22385 0.86328 2.01093  0.712
H -1.53949 -0.88848 -1.70747  0.553
H -1.86434 -2.13370 -3.80400  0.341
H -1.54759 -1.39973 -5.40989  0.391
H -3.95353 -1.20707 -3.59723  0.323
H -3.89323 -1.13063 -5.34666  0.352
H -3.51281 0.30586 -4.39176  0.149
H -0.50825 0.68838 -5.39299  0.316
H 0.71500 2.44946 -4.47240  0.391
H 1.61475 2.62454 -0.98265  0.432
H 1.67344 3.50549 -2.52905  0.588
H -1.02675 3.55499 -1.34586  0.401
H 0.11273 4.10178 -0.16817  0.515
H 1.00491 5.74629 -1.91477  0.387
H -0.61920 6.05768 -1.32251  0.407
H -0.73927 6.36443 -3.68490  0.461
H 0.32748 5.03557 -4.03936  0.351
H -1.75207 4.32250 -4.77147  0.483
H -1.57849 3.45211 -3.27295  -0.238
H -3.05722 6.09365 -3.31636  0.266
H -3.30867 4.72568 -2.25686  0.348
H -5.71302 4.44584 -2.12269  0.450
H -5.93808 2.38981 -0.79011  0.296
H -5.52565 1.40235 -2.30613  0.268
C 0.48461 -2.10346 5.43713  -0.977
C 0.58938 -1.66190 3.99382  -0.118
O 0.34366 -0.25466 3.84794  -0.523
H -0.50273 -1.87100 5.83717  0.313
H 0.65346 -3.17449 5.51998  0.174
H 1.21907 -1.58320 6.05803  0.352
H -0.15491 -2.16804 3.38275  0.249
H 1.57845 -1.89641 3.58938  0.226
H 0.99862 0.21294 4.37545  0.278
C 2.78086 -6.65544 4.35455  -1.062
C 1.86820 -5.60942 4.96294  -0.052
O 0.88043 -5.15599 4.03347  -0.511
H 3.28284 -6.25653 3.47403  0.259
H 3.53952 -6.97796 5.06886  0.313
H 2.20568 -7.53146 4.04444  0.404
H 2.43805 -4.72811 5.25651  0.133
H 1.37076 -6.00750 5.85374  0.265
H 0.35947 -5.92134 3.77245  0.277
C 5.74357 -4.16094 5.58935  -0.768
C 6.44127 -4.84028 4.42588  -0.327
O 5.61729 -4.89448 3.26283  -0.483
H 4.81732 -4.68268 5.83269  0.029
H 6.37947 -4.14735 6.47508  0.354
H 5.48625 -3.12900 5.33674  0.309
H 6.68172 -5.87270 4.67374  0.290
H 7.37576 -4.32190 4.18854  0.304
H 5.40337 -3.99108 3.01174  0.282

---

# 2
ORCA calculation (wB97M-V/def2-TZVPD) on C32H29Br2F6N5O5P2PbS2 as an isolated structure in a non-equilibrium geometry.

Calculated values
HOMO   -13.96 eV
Charge   +2
LUMO energy   -6.87 eV

Each line ends with the Mulliken charge.
Cartesian coordinates (Å):
Pb 0.01427 0.56000 -0.70995  1.595
Br 3.57333 -0.28969 2.89305  -0.057
C 2.72625 -1.70932 1.96912  0.002
C 3.50105 -2.76816 1.39582  -0.253
C 2.97567 -3.72890 0.62406  -0.480
Br 4.12609 -5.01756 -0.18981  -0.132
C 1.59965 -3.68341 0.28275  1.036
C 0.93482 -4.60594 -0.57382  -0.915
C -0.45783 -4.59928 -0.72974  -0.946
C -1.15980 -3.50604 -0.11581  -0.496
N -0.56508 -2.61870 0.68818  0.020
C 0.81100 -2.68156 0.81645  0.160
C 1.36547 -1.75452 1.71327  -0.466
O 0.47974 -0.78477 2.24642  0.519
H 4.52302 -2.79165 1.61095  0.668
H 1.51265 -5.38905 -1.00826  0.450
H -0.93743 -5.28843 -1.35396  0.598
H -2.26446 -3.50329 -0.02505  0.392
C -1.83914 -0.78669 3.64607  -0.906
P -0.08332 -0.88768 3.70946  1.354
C 0.33404 -2.45798 4.40101  -1.551
C 0.68109 0.47914 4.56451  0.154
C 1.45273 0.23474 5.70087  -0.603
C 2.03190 1.24554 6.45982  -0.766
C 1.80160 2.57753 6.02969  -0.816
C 1.11558 2.86595 4.86004  -0.470
C 0.54558 1.88273 4.07476  0.589
P -0.17769 2.21000 2.39866  0.493
C -1.51693 3.30109 2.81793  -1.312
C 1.04095 3.39659 1.64785  -1.272
H -2.11867 -1.18461 4.59836  0.506
H -2.24774 -1.34363 2.78951  0.272
H -2.14225 0.25855 3.52410  0.133
H 0.13398 -2.45208 5.47926  0.586
H 1.39105 -2.57898 4.19365  0.491
H -0.24647 -3.17516 3.78110  0.433
H 1.48320 -0.82039 6.06955  0.198
H 2.68739 1.01098 7.35800  0.385
H 2.30567 3.34465 6.59807  0.402
H 1.09869 3.90263 4.47081  0.264
H -1.28341 4.16163 3.42058  0.456
H -2.23295 2.61164 3.33271  0.320
H -2.03481 3.70032 1.94407  0.342
H 1.26812 4.25688 2.25286  0.506
H 0.78357 3.77487 0.63413  0.342
H 1.97639 2.76956 1.55618  0.372
C 3.86250 -0.84785 -4.57597  -0.592
C 3.75609 -0.76240 -3.19297  -0.436
C 2.92229 0.13973 -2.56702  -0.446
C 2.07807 0.89719 -3.39664  0.183
C 2.20531 0.86168 -4.81177  -0.493
C 3.05692 -0.02776 -5.36969  -0.427
N 1.01774 1.59652 -2.74833  0.572
N 0.36489 2.45392 -3.38744  -0.672
C -0.74825 2.93701 -2.69324  0.211
C -1.38068 4.06889 -3.21108  -0.478
C -2.44345 4.61037 -2.52217  -0.483
C -2.98696 3.92899 -1.45059  -1.010
C -2.36927 2.78103 -1.03099  -0.646
N -1.22731 2.32974 -1.62887  0.250
H 4.33581 -1.67646 -5.08567  0.415
H 4.18369 -1.57885 -2.58104  0.348
H 2.96689 0.26372 -1.45181  0.612
H 1.61680 1.53551 -5.41637  0.457
H 3.02798 -0.14486 -6.45691  0.395
H -0.91313 4.56105 -4.10431  0.493
H -2.85845 5.52154 -2.84610  0.510
H -3.89597 4.21710 -0.93199  0.518
H -2.75518 2.10012 -0.28201  0.769
F -0.90775 -2.40855 -5.38534  -0.214
C -0.49747 -2.26669 -4.14508  0.418
F 0.75878 -1.86900 -4.17037  -0.053
F -0.60322 -3.41777 -3.54684  -0.152
S -1.56085 -0.93951 -3.40527  1.108
O -1.01018 -0.96017 -1.95587  -0.507
O -1.45107 0.29687 -4.11184  -0.612
N -2.88985 -1.66145 -3.35724  -0.579
S -4.33660 -1.10771 -3.77169  1.089
O -4.16448 -0.02073 -4.65226  -0.576
O -5.16057 -2.24002 -3.99171  -0.592
C -5.06934 -0.44251 -2.17323  0.600
F -4.37304 0.52831 -1.57497  -0.128
F -6.26531 0.05130 -2.50685  -0.222
F -5.25193 -1.44588 -1.35572  -0.223

---

# 3
ORCA calculation (wB97M-V/def2-TZVPD) on a 10-piece molecular cluster, C30H60O16 overall in a non-equilibrium geometry.

Calculated values
SMILES   COC(=O)OC.COC(=O)OC.COC(=O)OC.CC(C)=O.CC(C)=O.CC(C)=O.CC(C)=O.CC(C)=O.CC(C)=O.CC(C)=O
HOMO   -9.09 eV
LUMO energy   0.41 eV

Each line ends with the Mulliken charge.
Cartesian coordinates (Å):
C 1.30236 1.81790 -0.95696  -0.219
O 0.76226 0.50306 -0.97975  -0.349
C -0.25151 0.30108 -0.14064  0.763
O -0.54684 1.00516 0.79240  -0.553
O -0.89703 -0.79553 -0.52272  -0.336
C -2.14075 -1.07817 0.10291  -0.415
H 1.57100 2.12579 0.05599  0.293
H 0.56505 2.55247 -1.28513  0.101
H 2.19338 1.87879 -1.57358  0.078
H -2.05592 -1.73509 0.96617  0.013
H -2.73239 -1.58993 -0.66126  0.209
H -2.72984 -0.18981 0.32611  0.367
C 1.17951 1.12944 6.76085  -0.659
O 0.00353 1.38440 5.99082  -0.361
C -0.25356 0.51577 5.02073  0.712
O 0.52902 -0.24928 4.52122  -0.505
O -1.52635 0.64434 4.66816  -0.384
C -1.96624 -0.27658 3.66627  -0.046
H 2.08282 1.44871 6.24526  0.268
H 1.20513 0.07506 7.02847  0.314
H 1.07729 1.72692 7.66380  0.238
H -2.02758 -1.27017 4.11640  0.248
H -1.23101 -0.39676 2.87197  -0.132
H -2.93312 0.03813 3.29557  0.276
C -1.41196 -4.65759 5.24255  -0.642
O -1.14432 -5.16200 3.93409  -0.422
C -1.64515 -4.47048 2.91931  0.891
O -2.31043 -3.46929 2.99948  -0.401
O -1.29763 -5.10154 1.79866  -0.401
C -1.96182 -4.70360 0.61631  -0.019
H -1.11112 -5.47163 5.89758  0.243
H -2.45637 -4.38711 5.37314  0.299
H -0.78046 -3.79953 5.47779  0.232
H -3.04376 -4.75328 0.76085  -0.030
H -1.76733 -5.47069 -0.13401  0.179
H -1.63851 -3.75341 0.20440  0.066
C -1.16312 4.49437 0.07068  -0.543
C -2.42231 5.23724 0.46405  0.559
C -3.15852 4.67571 1.66822  -1.049
O -2.79569 6.24867 -0.07886  -0.579
H -0.51995 5.12081 -0.53773  0.292
H -1.44775 3.65679 -0.57286  0.164
H -0.75396 4.09205 0.99637  0.340
H -4.19028 5.01242 1.72249  0.331
H -2.64180 5.04198 2.55868  0.285
H -3.11780 3.58542 1.64903  0.239
C 0.66034 4.37333 -5.05190  -1.044
C 0.78911 5.23517 -3.81608  0.783
C 1.83642 6.33740 -3.80452  -0.904
O 0.07087 5.09802 -2.85850  -0.512
H 1.59158 4.42182 -5.61990  0.291
H -0.10845 4.79930 -5.70017  0.315
H 0.40183 3.34481 -4.81670  0.290
H 2.14112 6.84157 -4.71700  0.371
H 2.68727 5.91623 -3.26139  -0.001
H 1.43389 7.10760 -3.14212  0.382
C -2.78349 -3.02087 -3.46908  -0.979
C -4.04930 -3.81011 -3.24916  0.933
C -3.92894 -5.30822 -3.21028  -1.031
O -5.08951 -3.23353 -3.02648  -0.560
H -2.98759 -1.97245 -3.66392  0.290
H -2.22911 -3.41673 -4.32845  0.448
H -2.07937 -3.12274 -2.63952  0.100
H -3.50763 -5.67537 -4.14964  0.383
H -4.89164 -5.76503 -3.00464  0.313
H -3.18592 -5.59676 -2.46210  0.142
C 5.26718 5.22544 -4.99089  -0.771
C 5.87666 4.22180 -4.04235  0.906
C 5.29909 4.18500 -2.65478  -0.969
O 6.82440 3.54574 -4.36691  -0.561
H 5.45350 6.25860 -4.70197  0.334
H 4.18725 5.06716 -5.03517  -0.084
H 5.68849 5.03770 -5.97695  0.366
H 5.88025 3.64504 -1.91295  0.327
H 4.32074 3.68867 -2.64441  0.037
H 5.08446 5.21134 -2.34410  0.437
C 5.46324 -0.18547 -1.19637  -1.093
C 5.23379 0.28647 -2.60437  0.866
C 6.20378 -0.18010 -3.66416  -1.304
O 4.32690 1.03943 -2.89011  -0.509
H 6.52196 -0.07815 -0.95635  0.397
H 5.14767 -1.22368 -1.08664  0.313
H 4.89396 0.42679 -0.49847  0.273
H 7.24940 -0.13630 -3.36175  0.359
H 6.11216 0.44494 -4.55189  0.328
H 5.94647 -1.20023 -3.96090  0.352
C 1.02237 -2.28519 1.99778  0.313
C 2.37997 -2.69489 1.44032  0.432
C 3.45294 -1.63197 1.61295  -1.024
O 2.59316 -3.72610 0.85533  -0.609
H 0.14872 -2.59185 1.42586  -0.300
H 0.99958 -1.19387 1.98421  -0.089
H 0.98654 -2.62347 3.03405  0.383
H 3.17171 -0.67196 1.18272  0.146
H 4.33411 -1.98331 1.07594  0.322
H 3.66807 -1.52649 2.67734  0.400
C -5.80376 -2.57238 1.82092  -0.464
C -6.34197 -3.81212 2.52742  0.671
C -5.71538 -5.13688 2.21257  -0.748
O -7.27692 -3.68644 3.28131  -0.575
H -4.82564 -2.72088 1.36832  -0.138
H -5.74395 -1.79270 2.57815  0.255
H -6.58429 -2.30887 1.10682  0.388
H -5.47054 -5.14466 1.14277  0.215
H -6.39522 -5.96255 2.40680  0.357
H -4.75153 -5.29809 2.69818  0.097